--- a ---
A single CH2N4S molecule, computed with ωB97M-V/def2-TZVPD.

Output
molecular weight: 102.1 g mol⁻¹
SMILES: S=c1[nH]nn[nH]1
E_HOMO: -8.796 eV
orbital gap: 9.0 eV
net charge: 0
2S+1: 1

```
8
CH2N4S | the OMol25 dataset | ωB97M-V/def2-TZVPD
C 0.638 0.178 -0.075
H 0.195 -1.011 -1.675
H 0.098 0.985 1.613
N -0.102 -0.404 -0.942
N -1.371 -0.764 -0.423
N -1.427 -0.136 0.748
N -0.174 0.301 0.968
S 2.142 0.852 -0.214
```

--- b ---
A single CH2N4S molecule, computed with ωB97M-V/def2-TZVPD.

Output
molecular weight: 102.1 g mol⁻¹
SMILES: Sc1nnn[nH]1
E_HOMO: -9.968 eV
orbital gap: 10.4 eV
net charge: 0
2S+1: 1

```
8
CH2N4S | the OMol25 dataset | ωB97M-V/def2-TZVPD
C 0.314 -0.100 0.080
H 2.244 -1.323 -0.116
H -0.351 1.926 0.021
N -0.361 -1.196 0.076
N -1.658 -0.762 -0.056
N -1.771 0.498 -0.034
N -0.520 0.925 0.046
S 2.103 0.032 -0.016
```

Which is the most stable structure? b is the most stable.

--- a ---
A 10-piece molecular cluster, H19O10 overall, computed with ωB97M-V/def2-TZVPD.

Output
molecular weight: 179.1 g mol⁻¹
E_HOMO: -6.331 eV
orbital gap: 9.5 eV
net charge: -1
2S+1: 1

```
29
H19O10 | the OMol25 dataset | ωB97M-V/def2-TZVPD
O 3.754 0.404 -1.210
H 3.413 -0.468 -1.441
H 2.891 0.874 -1.247
O -1.385 0.177 -2.487
H -0.886 0.465 -3.255
H -0.539 0.074 -1.900
O -2.756 2.519 -1.650
H -2.271 1.875 -2.180
H -2.100 2.649 -0.954
O 1.432 0.182 0.565
H 2.342 0.733 3.387
H 1.337 0.940 -2.636
O 2.883 0.125 2.875
H -3.969 -0.980 -2.001
H 1.497 -0.778 0.500
O -1.518 -2.118 1.089
H -1.786 -1.584 1.839
H -1.964 -1.680 0.361
O -0.552 1.659 1.459
H -0.220 2.446 1.007
H 0.282 1.136 1.266
O -3.742 -1.537 -1.269
H -2.953 -1.232 -0.839
H 2.281 0.110 2.089
O 1.062 0.371 -1.926
H 1.316 0.383 -0.452
O 0.777 -2.008 2.809
H 0.319 -1.753 2.031
H 1.390 -1.276 2.970
```

--- b ---
A 10-piece molecular cluster, H19O10 overall, computed with ωB97M-V/def2-TZVPD.

Output
molecular weight: 179.1 g mol⁻¹
E_HOMO: -5.465 eV
orbital gap: 8.0 eV
net charge: -1
2S+1: 1

```
29
H19O10 | the OMol25 dataset | ωB97M-V/def2-TZVPD
O -1.511 1.168 0.075
H -2.075 1.181 -0.891
H 0.461 0.342 -2.632
O 0.194 3.730 -1.375
H 0.736 3.153 -1.956
H -1.841 -2.455 1.686
O 0.821 0.444 -3.520
H -0.486 3.109 -0.986
H 0.705 -0.423 -3.905
O 2.676 -2.000 2.372
H 2.014 1.083 1.448
H -2.087 0.650 0.635
O 2.369 1.360 2.291
H -0.262 -2.598 -1.098
H 2.548 -1.515 3.201
O -1.954 0.644 -2.129
H -1.450 1.340 -2.518
H -0.952 -0.439 -1.820
O -0.589 1.710 3.735
H 0.134 2.300 3.569
H -0.754 1.451 2.761
O -0.049 -3.480 -0.734
H 0.710 -3.798 -1.234
H 3.297 1.510 2.174
O -0.154 -0.975 -1.469
H 0.106 -0.460 -0.699
O -2.524 -2.779 1.117
H 2.153 -1.543 1.719
H -2.238 -2.705 0.186
```

Which is the most stable structure? a is the most stable.

--- a ---
A 11-piece molecular cluster, C5H29NO10 overall, computed with ωB97M-V/def2-TZVPD.

Output
molecular weight: 263.3 g mol⁻¹
SMILES: C=N/C=C/CC.O.O.O.O.O.O.O.O.O.O
E_HOMO: -8.492 eV
orbital gap: 8.7 eV
net charge: 0
2S+1: 1

```
45
C5H29NO10 | the OMol25 dataset | ωB97M-V/def2-TZVPD
C 0.596 1.232 -2.984
C -0.623 0.957 -2.021
C -0.110 0.901 -0.652
C 0.103 -0.268 0.006
N 0.649 -0.529 1.254
C -0.031 -1.141 2.125
H 0.691 2.329 -3.025
H 0.370 0.772 -3.949
H 1.605 0.976 -2.655
H -1.205 0.089 -2.298
H -1.183 1.863 -2.225
H 0.283 1.803 -0.227
H -0.310 -1.128 -0.625
H 0.416 -1.498 3.079
H -1.017 -1.478 2.028
H 1.683 -1.653 -1.731
H 2.024 -1.462 -3.178
O 2.288 -1.168 -2.303
H -2.317 -0.804 2.367
H -3.654 -0.408 1.661
O -3.142 -1.149 2.024
H -1.318 -2.987 -2.915
H -1.681 -1.454 -2.926
O -1.080 -2.122 -3.253
H 0.439 -3.389 -2.688
H 0.426 -3.163 -1.158
O 0.951 -3.492 -1.893
H -1.037 2.683 3.448
H -0.243 3.016 2.128
O -0.818 2.378 2.565
H 3.146 -0.679 1.022
H 2.777 0.373 -0.067
O 3.021 0.258 0.858
H -2.254 1.587 1.301
H -3.156 2.251 0.348
O -3.111 1.439 0.866
H -2.800 -1.063 -0.793
H -2.401 -2.475 -0.083
O -2.250 -1.848 -0.792
H 2.299 3.456 0.331
H 2.308 2.550 1.596
O 1.729 3.126 1.032
H 2.340 0.994 2.285
H 1.257 1.321 3.316
O 2.201 1.449 3.164
```

--- b ---
A 9-piece molecular cluster, C5H29NO10 overall, computed with ωB97M-V/def2-TZVPD.

Output
molecular weight: 263.3 g mol⁻¹
SMILES: CCNC(CO)CO.O.O.O.O.O.O.O.O
E_HOMO: -9.649 eV
orbital gap: 9.5 eV
net charge: 0
2S+1: 1

```
45
C5H29NO10 | the OMol25 dataset | ωB97M-V/def2-TZVPD
C 0.146 -0.925 2.262
N 0.841 -0.957 0.939
C 0.010 -1.283 -0.302
C -1.261 -2.346 0.068
O -2.358 -2.097 -0.754
C 0.800 -1.865 -1.487
O -0.165 -2.413 -2.366
C 1.141 -0.574 3.317
H -0.364 -1.893 2.402
H -0.742 -0.228 2.362
H 1.089 0.024 0.959
H -0.475 -0.337 -0.709
H -1.483 -2.345 1.134
H -0.853 -3.326 -0.189
H -2.027 -2.082 -1.660
H 1.441 -1.113 -1.954
H 1.504 -2.668 -1.291
H -0.523 -1.663 -2.885
H 2.166 -0.995 3.181
H 0.916 -0.875 4.343
H 1.329 0.486 3.438
H -0.291 4.411 -0.643
H -0.140 3.038 -0.949
O -0.878 3.647 -0.752
H -3.923 -1.033 -1.632
H -3.863 0.145 -0.627
O -3.964 -0.075 -1.563
H -3.068 2.347 1.287
H -2.401 2.712 0.019
O -2.752 1.926 0.476
H 3.304 -2.693 1.196
H 1.954 -2.566 1.638
O 2.767 -3.027 1.930
H -2.345 0.092 -2.442
H -1.858 1.127 -3.382
O -1.600 0.254 -3.062
H 1.759 1.488 -1.338
H 1.843 1.568 -2.863
O 1.396 1.950 -2.101
H 3.240 1.340 0.581
H 3.081 2.668 -0.139
O 3.709 2.165 0.381
H 1.281 3.276 1.484
H 0.363 2.173 0.827
O 1.255 2.540 0.867
```

Which is the most stable structure? b is the most stable.

--- a ---
C7H13NO as an isolated structure, computed with ωB97M-V/def2-TZVPD.

Output
molecular weight: 127.2 g mol⁻¹
E_HOMO: -8.711 eV
orbital gap: 8.8 eV
net charge: 0
2S+1: 1

```
22
C7H13NO | the OMol25 dataset | ωB97M-V/def2-TZVPD
C -0.124 1.472 0.578
C -0.644 -0.220 2.416
C -0.496 1.224 2.025
O 0.788 0.514 0.102
N -0.668 2.229 2.771
H 1.277 0.449 -1.026
H -0.974 1.976 3.713
H 0.290 2.482 0.496
H -1.053 1.425 -0.017
H -1.362 -0.713 1.759
H -0.963 -0.325 3.453
H 0.314 -0.723 2.281
C 1.005 -0.592 -2.142
C -0.151 -0.970 -1.218
C 2.119 -1.372 -2.199
C -1.415 -0.659 -1.587
H 0.688 -0.102 -3.059
H 0.030 -1.789 -0.536
H 2.446 -1.923 -1.328
H -2.268 -1.116 -1.109
H -1.626 0.101 -2.326
H 2.787 -1.370 -3.047
```

--- b ---
A 2-piece molecular cluster, C7H13NO overall, computed with ωB97M-V/def2-TZVPD.

Output
molecular weight: 127.2 g mol⁻¹
SMILES: C=C/C=C/C/C=C/N.O
E_HOMO: -8.156 eV
orbital gap: 9.2 eV
net charge: 0
2S+1: 1

```
22
C7H13NO | the OMol25 dataset | ωB97M-V/def2-TZVPD
C -1.063 1.224 1.109
C -0.204 2.244 1.133
N 0.597 2.437 2.281
C -1.606 0.625 -0.168
C -0.697 -0.299 -0.911
C 0.638 -0.224 -0.923
C 1.374 -1.150 -1.835
C 2.546 -1.638 -1.469
H -1.196 0.586 1.973
H -0.072 2.982 0.358
H 0.268 2.003 3.129
H 1.004 3.348 2.384
H -2.075 1.335 -0.899
H -2.624 0.237 -0.036
H -1.133 -1.079 -1.533
H 1.133 0.623 -0.481
H 0.895 -1.286 -2.793
H 3.017 -1.351 -0.534
H 3.189 -2.292 -2.049
H -0.677 -3.166 0.355
H -1.827 -2.275 0.137
O -1.487 -2.885 0.772
```

--- c ---
A single C7H13NO molecule, computed with ωB97M-V/def2-TZVPD.

Output
molecular weight: 127.2 g mol⁻¹
SMILES: [H]/N=C(\OC(C)C)C(=C)C
E_HOMO: -9.547 eV
orbital gap: 10.5 eV
net charge: 0
2S+1: 1

```
22
C7H13NO | the OMol25 dataset | ωB97M-V/def2-TZVPD
C 1.093 -0.181 0.827
C 0.623 -1.593 0.484
C 2.537 -0.183 1.322
C -2.240 -0.179 -1.427
C -0.043 0.973 -1.006
C -1.400 0.625 -0.484
C -1.841 1.092 0.676
O 1.081 0.666 -0.325
N 0.001 1.595 -2.094
H 0.446 0.245 1.602
H 0.947 1.820 -2.399
H 3.188 -0.601 0.561
H 1.169 -1.954 -0.387
H 0.812 -2.265 1.318
H -0.439 -1.607 0.260
H 2.614 -0.781 2.228
H 2.862 0.830 1.541
H -3.191 -0.439 -0.968
H -2.414 0.422 -2.321
H -1.726 -1.090 -1.740
H -1.241 1.729 1.306
H -2.837 0.877 1.025
```

--- d ---
C7H13NO as an isolated structure, computed with ωB97M-V/def2-TZVPD.

Output
molecular weight: 127.2 g mol⁻¹
E_HOMO: -8.859 eV
orbital gap: 9.6 eV
net charge: 0
2S+1: 1

```
22
C7H13NO | the OMol25 dataset | ωB97M-V/def2-TZVPD
C -2.598 -0.079 -0.115
C -1.123 -0.568 0.706
C 0.251 -0.446 0.113
C 0.504 -1.704 -0.656
C 0.759 0.996 -0.298
C -0.054 2.283 -0.114
C 2.652 -0.247 0.583
H -3.219 0.093 0.849
H -2.856 -1.013 -0.796
H -2.837 0.776 -0.713
H -1.203 -1.523 1.142
H -0.995 0.127 1.630
H 1.052 -1.165 -1.846
H 1.521 -2.634 -0.112
H -0.432 -2.382 -0.734
H 1.608 0.848 -1.040
H -0.884 2.048 -0.780
H -0.662 2.143 0.832
H 0.658 2.967 -0.491
H 3.127 -0.974 1.357
N 1.288 0.248 0.746
O 3.443 0.207 -0.264
```

Which is the most stable structure? c is the most stable.